No. 1
{"formula": "C26H26N4O2Re", "method": "ωB97M-V/def2-TZVPD", "total_energy_ha": -1453.48797, "s2": 0.755, "lumo_ev": [-6.82, -7.44], "multiplicity": 2, "max_force_ev_per_a": 6.57, "total_charge": 2, "orbital_gap_ev": [7.10, 6.46], "symbols": ["Re", "C", "C", "C", "C", "C", "C", "C", "N", "N", "C", "C", "C", "C", "C", "C", "N", "C", "C", "C", "C", "C", "C", "N", "H", "H", "H", "H", "H", "H", "H", "H", "H", "H", "H", "H", "H", "H", "H", "H", "H", "H", "H", "H", "O", "C", "O", "C", "C", "C", "C", "C", "C", "H", "H", "H", "H", "H", "H"], "positions_angstrom": [[0.000, 0.000, 0.000], [-2.280, 0.038, 1.409], [-1.168, -0.218, 2.436], [-0.111, 0.863, 2.574], [0.246, 1.286, 3.859], [1.353, 2.114, 4.026], [2.105, 2.465, 2.916], [1.689, 2.005, 1.680], [0.573, 1.269, 1.472], [-2.000, -0.610, 0.121], [-2.445, -2.000, 0.066], [-1.464, -2.681, -0.825], [-1.646, -3.934, -1.389], [-0.651, -4.413, -2.236], [0.479, -3.634, -2.475], [0.570, -2.398, -1.855], [-0.380, -1.905, -1.038], [-2.471, 0.184, -1.016], [-1.771, 1.524, -1.243], [-2.247, 2.301, -2.312], [-1.729, 3.571, -2.524], [-0.757, 4.044, -1.660], [-0.337, 3.214, -0.632], [-0.790, 1.955, -0.397], [-2.445, 1.119, 1.325], [-3.229, -0.354, 1.801], [-0.655, -1.169, 2.245], [-1.662, -0.345, 3.409], [-0.308, 0.949, 4.728], [1.643, 2.447, 5.017], [2.996, 3.074, 3.009], [2.254, 2.229, 0.780], [-3.472, -2.093, -0.305], [-2.390, -2.487, 1.047], [-2.539, -4.515, -1.192], [-0.755, -5.385, -2.711], [1.270, -3.980, -3.131], [1.428, -1.749, -2.002], [-3.547, 0.375, -0.905], [-2.349, -0.376, -1.952], [-3.028, 1.919, -2.961], [-2.091, 4.187, -3.341], [-0.338, 5.037, -1.773], [0.400, 3.579, 0.072], [2.236, -0.239, 2.629], [1.502, -1.222, 2.293], [0.655, -1.226, 1.344], [1.649, -2.502, 3.094], [2.560, -2.587, 4.160], [2.697, -3.765, 4.898], [1.922, -4.880, 4.582], [1.012, -4.816, 3.528], [0.877, -3.637, 2.791], [3.165, -1.716, 4.406], [3.408, -3.805, 5.717], [2.027, -5.795, 5.155], [0.404, -5.679, 3.274], [0.166, -3.586, 1.968], [-0.539, 0.121, -1.634]], "lowdin_charge": [1.609, -0.139, -0.115, -0.242, 0.033, 0.009, -0.007, -0.089, -0.109, -0.274, -0.059, -0.232, 0.029, 0.001, -0.003, -0.083, -0.072, -0.161, -0.302, 0.018, 0.002, -0.006, -0.058, -0.069, 0.142, 0.147, 0.088, 0.146, 0.136, 0.135, 0.133, 0.136, 0.163, 0.159, 0.137, 0.133, 0.129, 0.121, 0.157, 0.142, 0.137, 0.136, 0.131, 0.113, 0.024, -0.483, -0.265, -0.117, -0.002, -0.047, -0.053, -0.062, -0.031, 0.122, 0.116, 0.117, 0.109, 0.099, 0.073]}

=====

No. 2
{"formula": "C6H8FO3", "method": "ωB97M-V/def2-TZVPD", "total_energy_ha": -558.96254, "lumo_ev": 4.08, "multiplicity": 1, "max_force_ev_per_a": 6.25, "total_charge": -1, "e_above_lowest_kj_mol": 177.96, "orbital_gap_ev": 6.88, "symbols": ["C", "C", "C", "C", "C", "C", "O", "O", "O", "F", "H", "H", "H", "H", "H", "H", "H", "H"], "positions_angstrom": [[-0.250, -2.341, -0.658], [0.386, -1.139, -0.859], [-1.096, 1.513, 0.396], [1.942, 0.751, -0.071], [-1.611, 0.471, -0.314], [1.209, -0.621, 0.231], [-0.843, 1.226, 1.739], [-0.696, 2.621, -0.061], [1.155, -1.140, 1.321], [-2.118, -0.650, 0.350], [-0.901, -2.680, -1.334], [-0.111, -2.840, 0.403], [0.093, -0.589, -1.680], [2.449, 0.569, -0.976], [2.524, 0.919, 0.807], [1.127, 1.454, -0.178], [-2.116, 0.445, -1.322], [-1.145, 2.031, 2.206]], "lowdin_charge": [0.024, -0.157, -0.655, 0.012, -0.158, -0.464, 0.012, -0.107, 0.040, -0.097, -0.007, 0.110, 0.065, 0.051, 0.065, 0.046, 0.118, 0.101]}